# 1
Computed, not measured: 17 unconnected molecules or ions with the total composition C36H91NO17S2Si, with ωB97M-V/def2-TZVPD.

**HOMO energy**: -8.30 eV
**Calculated total energy**: -3845.63012 a.u.
**Relative energy (zero: lowest compared OMol25 entry of this formula, charge and spin)**: 0.0 kcal per mole
**Multiplicity**: 1
**Orbital gap**: 7.7 eV

Geometry (Å):
O -3.84751 3.64612 -0.04700
C -3.62906 2.45794 -0.79681
C -2.62308 2.65175 -1.92017
C -3.10903 3.62591 -3.04318
C -2.18682 4.86994 -3.15267
Si -0.64601 4.52798 -4.20384
C 0.94272 5.30772 -3.49797
C 0.93865 5.48245 -1.96412
C 0.91984 4.14449 -1.18954
S -0.07291 4.45108 0.32098
C 0.14984 3.07391 1.41570
S -1.18535 2.42397 2.07990
N 1.42914 2.51074 1.77790
C 2.32845 3.47041 2.38576
C 2.58727 3.29767 3.72763
C 3.39801 4.16502 4.42368
C 3.98311 5.24689 3.79482
C 3.73469 5.40601 2.44507
C 2.91550 4.55077 1.75079
C 2.03012 1.73512 0.72053
C 3.35975 1.81429 0.33420
C 3.82300 0.99332 -0.67139
C 3.01347 0.08875 -1.30797
C 1.68467 -0.00478 -0.92234
C 1.21930 0.81545 0.06946
H -3.62224 3.46147 0.87047
H -4.56682 2.03026 -1.18538
H -3.20873 1.70322 -0.11074
H -1.74229 3.13512 -1.47279
H -2.28259 1.70112 -2.34640
H -3.06108 3.06245 -3.98377
H -4.12744 3.95208 -2.80809
H -1.88915 5.23077 -2.16139
H -2.74700 5.66570 -3.66840
H -0.82100 4.90583 -5.61860
H -0.43242 3.05885 -4.15386
H 1.85301 4.78157 -3.81157
H 0.99911 6.32563 -3.91876
H 1.83668 6.02966 -1.65534
H 0.07504 6.08683 -1.65001
H 1.95880 3.89433 -0.95035
H 0.52917 3.29963 -1.76832
H 2.11918 2.47486 4.26605
H 3.55082 3.99849 5.48828
H 4.60628 5.93655 4.35441
H 4.19452 6.26702 1.96627
H 2.74661 4.73329 0.69500
H 4.03055 2.51334 0.82346
H 4.86125 1.03157 -0.99809
H 3.41515 -0.55611 -2.08339
H 1.05299 -0.73752 -1.41818
H 0.17248 0.73653 0.34997
C 5.01578 6.29199 -0.94762
O 4.12440 5.23236 -1.29910
H 4.52449 7.23677 -1.16492
H 5.25443 6.24881 0.11501
H 5.93473 6.22240 -1.53353
H 4.57244 4.40337 -1.10234
C 0.32618 -2.91095 1.08262
O -0.64766 -2.08561 0.44297
H 0.35200 -3.87084 0.56867
H 1.31527 -2.44849 1.02691
H 0.05682 -3.07376 2.12956
H -0.65700 -1.24476 0.90984
C 0.79718 -5.80284 -2.14390
O 1.55041 -4.61014 -1.90518
H 1.47127 -6.57840 -2.49971
H 0.32252 -6.13560 -1.21691
H 0.03880 -5.61237 -2.89937
H 0.93156 -3.94237 -1.59338
C -6.56164 0.63807 0.73340
O -7.27321 0.33044 -0.46584
H -5.59539 0.14041 0.70086
H -6.40882 1.71804 0.80528
H -7.11831 0.28475 1.60303
H -8.12155 0.77866 -0.41902
C 2.00271 -4.49699 -5.29374
O 1.84768 -5.49849 -6.29739
H 2.70825 -4.85516 -4.54918
H 2.38785 -3.57577 -5.74067
H 1.04080 -4.30423 -4.81368
H 1.22067 -5.16357 -6.94355
C -8.03766 -0.62403 4.38647
O -6.88133 0.21372 4.32542
H -8.52554 -0.60727 3.41414
H -7.74398 -1.65035 4.62348
H -8.73180 -0.25807 5.14216
H -6.46341 0.18630 5.18984
C 6.14385 1.27597 4.68479
O 5.38552 1.10905 3.48946
H 7.09820 0.77332 4.55320
H 6.31921 2.33698 4.88308
H 5.61315 0.82503 5.52655
H 4.54187 1.55457 3.61679
C 6.73634 -2.71395 3.97839
O 6.11107 -1.77565 4.84541
H 7.18902 -3.49267 4.58819
H 5.99876 -3.16574 3.30993
H 7.51497 -2.22479 3.38585
H 5.71474 -1.09440 4.28912
C 5.10469 -2.84633 -0.70694
O 3.88221 -3.30934 -0.15103
H 5.79660 -2.63152 0.10485
H 5.54246 -3.60758 -1.35921
H 4.92525 -1.93386 -1.27984
H 3.28065 -3.49211 -0.88295
C 1.92442 2.15853 -6.37006
O 0.52902 2.32654 -6.59265
H 2.07586 1.94716 -5.31346
H 2.30762 1.32258 -6.96137
H 2.46547 3.07159 -6.63420
H 0.40662 2.51318 -7.52773
C -2.69129 -6.16463 -4.09361
O -1.35128 -6.55711 -4.36732
H -2.68699 -5.52653 -3.21244
H -3.10578 -5.60749 -4.93722
H -3.31412 -7.04284 -3.89627
H -1.37072 -7.12106 -5.14774
C -1.29877 -9.68744 -3.11813
O -1.99685 -9.86778 -4.35132
H -0.34299 -10.20113 -3.18376
H -1.12397 -8.62464 -2.93928
H -1.87933 -10.11217 -2.29519
H -2.83774 -9.40912 -4.27412
C -10.13340 -2.54796 6.69366
O -10.71551 -1.44222 6.00077
H -9.46027 -2.15895 7.45535
H -10.91734 -3.14070 7.17383
H -9.57299 -3.17213 5.99713
H -11.30656 -1.80239 5.33436
C -8.40729 -5.95119 5.50328
O -8.99126 -4.85899 4.79746
H -7.73789 -5.54835 6.25954
H -9.18279 -6.54704 5.99088
H -7.83676 -6.58373 4.81935
H -9.57931 -5.22944 4.13309
C -0.21310 -6.81960 2.21415
O -0.92402 -7.00347 0.99250
H 0.73779 -7.34037 2.13523
H -0.02607 -5.75726 2.38990
H -0.78108 -7.23453 3.05069
H -1.76130 -6.53831 1.07526
C 6.21083 10.34855 -0.78812
O 6.48224 9.16625 -0.04022
H 5.14579 10.37638 -1.00511
H 6.48168 11.23512 -0.20977
H 6.76800 10.34047 -1.72828
H 7.42529 9.15375 0.14474

Atomic partial charges in e from the Löwdin method, atoms 1 to 99: -0.088, -0.293, -0.193, -0.248, -0.313, 0.683, -0.314, -0.336, -0.444, 0.938, -1.052, 0.743, -0.078, -0.254, -0.034, -0.089, -0.071, -0.066, -0.044, -0.219, -0.030, -0.083, -0.101, -0.068, -0.045, 0.039, 0.113, 0.089, 0.058, 0.114, 0.089, 0.105, 0.055, 0.067, -0.036, -0.016, 0.070, 0.068, 0.088, 0.076, 0.050, 0.068, 0.129, 0.111, 0.109, 0.099, 0.082, 0.110, 0.112, 0.099, 0.111, 0.080, -0.133, -0.141, 0.079, 0.058, 0.082, 0.074, -0.140, -0.131, 0.063, 0.075, 0.079, 0.054, -0.124, -0.145, 0.090, 0.066, 0.048, 0.059, -0.149, -0.131, 0.078, 0.078, 0.054, 0.069, -0.158, -0.128, 0.075, 0.075, 0.068, 0.069, -0.152, -0.134, 0.072, 0.077, 0.064, 0.069, -0.158, -0.130, 0.080, 0.076, 0.082, 0.046, -0.152, -0.138, 0.076, 0.075, 0.076



# 2
Computed, not measured: 11 unconnected molecules or ions with the total composition C36H92N2O20, with ωB97M-V/def2-TZVPD.

**Structure (SMILES)**: CC1(C)CCCC(C)(C)N1O.CC1(C)CCCC(C)(C)N1O.OCCO.OCCO.OCCO.OCCO.OCCO.OCCO.OCCO.OCCO.OCCO
**HOMO energy**: -8.33 eV
**Calculated total energy**: -3040.68794 a.u.
**Relative energy (zero: lowest compared OMol25 entry of this formula, charge and spin)**: 137.9 kcal per mole
**Multiplicity**: 1
**Orbital gap**: 8.5 eV

Geometry (Å):
C -1.60147 1.88952 3.76091
C -0.98441 2.17674 2.39897
C 0.04728 0.98865 2.01784
C -2.06851 2.12605 1.28889
C -2.90300 3.46705 1.29422
C -1.92131 4.55610 0.98456
C -0.73613 4.69204 1.99623
C 0.35828 5.54886 1.32436
C -1.11505 5.41726 3.34608
N -0.15263 3.42552 2.27902
O 0.92730 3.55655 3.15579
H -0.85975 1.85722 4.55898
H -2.25536 2.74402 3.93516
H -2.22355 1.01669 3.95911
H 0.94555 0.90057 2.62896
H -0.37888 -0.01448 2.03207
H 0.52691 1.15931 1.05402
H -1.41169 2.08883 0.41981
H -2.64282 1.21899 1.47728
H -3.63922 3.47580 0.49048
H -3.33690 3.50639 2.29336
H -2.48994 5.45842 0.75972
H -1.55169 4.41103 -0.03055
H 0.07317 6.55530 1.01793
H 0.67116 5.11545 0.37443
H 1.24560 5.74263 1.92703
H -0.38388 5.87199 4.01444
H -1.75670 4.79762 3.97251
H -1.76387 6.28785 3.25015
H 1.52622 3.87047 2.47436
C -2.55627 -3.42779 3.96907
C -1.33476 -4.24906 4.18069
C -1.84923 -5.64915 4.71353
C -0.63981 -4.59500 2.82948
C 0.10575 -3.50628 2.20066
C 1.17594 -2.92105 3.15049
C 0.59573 -2.71978 4.59790
C 1.85640 -2.80002 5.45684
C 0.05246 -1.34873 4.72451
N -0.34049 -3.75600 5.11454
O -0.92520 -3.47491 6.37590
H -2.28019 -2.41264 3.68386
H -3.34315 -3.77193 3.29789
H -3.22455 -3.30412 4.82125
H -2.40409 -5.30660 5.58697
H -2.48217 -6.03737 3.91554
H -1.00598 -6.28118 4.99201
H -0.04433 -5.50790 2.83934
H -1.41031 -4.90939 2.12548
H 0.63692 -3.98740 1.37940
H -0.43148 -2.63405 1.82822
H 1.46091 -1.91606 2.83922
H 2.09870 -3.49828 3.20886
H 2.24827 -3.81558 5.40053
H 1.64178 -2.84117 6.52470
H 2.60918 -2.07969 5.13661
H -0.48970 -1.22130 5.66148
H -0.69263 -1.06185 3.98245
H 0.87760 -0.64162 4.80966
H -0.19514 -3.79921 6.90830
O 1.21524 -5.34778 -1.79855
C -0.11755 -5.56680 -2.15394
C -0.05574 -6.47554 -3.35800
O 0.30143 -5.76904 -4.56523
H 1.26671 -5.22647 -0.84764
H -0.63881 -6.03628 -1.31967
H -0.53744 -4.56157 -2.11779
H -1.03973 -6.91867 -3.51122
H 0.72251 -7.23568 -3.28992
H 0.88982 -5.03316 -4.38119
O 5.44020 2.57259 -3.21748
C 5.01406 1.27887 -3.55244
C 4.04333 1.08287 -4.78777
O 4.79250 0.82547 -6.05465
H 5.92309 3.09774 -3.85985
H 5.88039 0.61856 -3.51283
H 4.37377 0.96690 -2.72733
H 3.26038 1.82097 -4.96193
H 3.36969 0.28511 -4.47489
H 5.12273 1.70139 -6.26755
O 3.38731 -1.88417 0.89004
C 4.30674 -2.26278 -0.11169
C 5.65694 -1.54960 0.01426
O 6.24756 -2.03242 1.15675
H 2.58354 -2.31073 0.58412
H 4.50525 -3.31984 0.06531
H 3.72436 -2.03504 -1.00449
H 5.52354 -0.49755 0.26626
H 6.17791 -1.68821 -0.93310
H 5.47454 -2.15661 1.71228
O -0.08351 -1.99698 -1.55464
C 0.22158 -0.75833 -0.93078
C 0.26512 0.50175 -1.78315
O 1.47080 0.78268 -2.54331
H 0.06963 -1.88455 -2.49566
H -0.48519 -0.64876 -0.10824
H 1.20079 -0.90887 -0.47626
H -0.17767 1.31495 -1.20807
H -0.55303 0.29171 -2.47207
H 1.88211 1.58929 -2.22425
O -4.26971 -1.42317 2.01221
C -3.74776 -1.47491 0.71422
C -3.88790 -2.95795 0.06902
O -5.19814 -3.39737 -0.32106
H -5.19872 -1.66263 2.04655
H -4.30268 -0.68597 0.20655
H -2.70522 -1.17332 0.81551
H -3.44462 -3.70929 0.72255
H -3.22743 -2.78428 -0.78053
H -5.16189 -4.28840 -0.67651
O -4.15658 -3.47031 -5.79915
C -3.70883 -2.35574 -4.89327
C -2.24786 -2.41705 -4.47572
O -1.46155 -2.55262 -5.64357
H -3.75685 -3.14846 -6.61047
H -3.85996 -1.40776 -5.40962
H -4.37591 -2.13144 -4.06092
H -2.04635 -3.11812 -3.66579
H -1.91789 -1.38847 -4.32991
H -1.50184 -3.34119 -6.18960
O 1.62483 3.00561 -0.27172
C 2.91916 3.47155 -0.51343
C 3.73581 2.86653 0.66148
O 3.46772 3.59081 1.86094
H 1.24831 3.45857 0.48634
H 3.35168 3.13508 -1.45566
H 3.03962 4.54606 -0.37556
H 4.78776 2.87815 0.37623
H 3.35741 1.85040 0.77283
H 3.50059 3.02565 2.63626
O 2.98673 7.20877 -3.64655
C 1.58072 7.15012 -3.58223
C 1.16290 5.80893 -4.18222
O 1.58109 4.70222 -3.42946
H 3.51713 6.48845 -3.29814
H 1.27456 7.16040 -2.53616
H 0.98636 7.97060 -3.98426
H 1.42086 5.71757 -5.23730
H 0.10774 5.72484 -3.92209
H 0.83045 4.20280 -3.09974
O -3.96785 3.38763 -2.11918
C -3.48545 2.63409 -3.18460
C -3.84752 1.14481 -3.05730
O -3.11945 0.62609 -1.94014
H -4.89162 3.31004 -1.86974
H -3.80074 2.98247 -4.16812
H -2.40564 2.68778 -3.04588
H -3.62821 0.66082 -4.00901
H -4.91140 1.02794 -2.85082
H -2.72566 1.40496 -1.54027

Atomic partial charges in e from the Löwdin method, atoms 1 to 99: -0.028, -0.421, -0.020, -0.102, -0.145, -0.131, -0.465, -0.030, -0.017, -0.137, 0.005, 0.087, 0.059, 0.087, 0.074, 0.054, 0.049, 0.090, 0.112, 0.093, 0.108, 0.123, 0.112, 0.094, 0.066, 0.092, 0.079, 0.063, 0.074, 0.043, -0.046, -0.510, -0.022, -0.153, -0.183, -0.107, -0.500, -0.048, -0.057, -0.095, 0.001, 0.069, 0.082, 0.091, 0.071, 0.081, 0.083, 0.127, 0.111, 0.100, 0.105, 0.100, 0.111, 0.085, 0.077, 0.095, 0.090, 0.059, 0.091, 0.097, -0.074, -0.261, -0.205, -0.080, 0.073, 0.116, 0.099, 0.117, 0.122, 0.075, -0.078, -0.232, -0.171, -0.086, 0.086, 0.118, 0.091, 0.110, 0.094, 0.063, -0.091, -0.233, -0.263, -0.046, 0.058, 0.126, 0.121, 0.115, 0.124, 0.077, -0.071, -0.236, -0.205, -0.049, 0.076, 0.086, 0.103, 0.089, 0.100